Record 1
{"formula": "C13H19N4O", "method": "ωB97M-V/def2-TZVPD", "elements": ["C", "C", "C", "C", "C", "C", "C", "N", "N", "C", "N", "C", "N", "C", "H", "H", "H", "H", "H", "H", "H", "H", "H", "H", "H", "H", "H", "C", "C", "O", "C", "H", "H", "H", "H", "H", "H"], "coordinates": [[-0.33, 0.57, 2.90], [0.78, -0.15, 2.18], [2.11, 0.02, 2.56], [3.14, -0.62, 1.89], [2.86, -1.44, 0.81], [1.53, -1.61, 0.41], [1.22, -2.47, -0.79], [1.48, -1.73, -2.04], [2.59, -1.86, -2.79], [2.49, -0.95, -3.78], [1.36, -0.28, -3.70], [0.73, -0.77, -2.62], [-0.47, -0.39, -2.11], [0.51, -0.97, 1.09], [-0.24, 0.46, 3.98], [-1.30, 0.16, 2.60], [-0.33, 1.63, 2.65], [2.35, 0.66, 3.40], [4.17, -0.47, 2.20], [3.65, -1.96, 0.28], [1.84, -3.36, -0.80], [0.16, -2.73, -0.82], [3.33, -2.50, -2.58], [3.25, -0.81, -4.54], [-0.58, 0.52, -1.69], [-1.31, -0.93, -2.22], [-0.52, -1.12, 0.76], [-4.12, 1.44, 0.96], [-3.06, 1.90, 0.00], [-2.31, 1.12, -0.54], [-2.97, 3.38, -0.26], [-4.08, 0.36, 1.06], [-3.96, 1.90, 1.94], [-5.10, 1.73, 0.60], [-2.78, 3.91, 0.67], [-3.92, 3.74, -0.66], [-2.18, 3.59, -0.97]], "relative_energy_kcal_mol": 0.0, "fmax_ev_per_a": 0.6, "total_charge": 1, "spin_multiplicity": 1, "orbital_gap_ha": 0.33630}


Record 2
{"formula": "C2H6O2S", "method": "ωB97M-V/def2-TZVPD", "elements": ["O", "C", "O", "H", "H", "C", "S", "H", "H", "H", "H"], "coordinates": [[-0.40, 1.32, -1.97], [-1.43, 0.77, -1.58], [-1.81, 0.52, -0.35], [-2.23, 0.56, -2.29], [-1.22, 1.02, 0.26], [1.40, -0.91, 0.46], [0.03, -0.42, 1.78], [2.01, -1.58, 1.08], [0.87, -1.51, -0.28], [1.79, 0.18, 0.23], [0.99, 0.06, 2.67]], "relative_energy_kcal_mol": 18.9, "fmax_ev_per_a": 3.4, "smiles": "O=CO.CS", "spin_multiplicity": 1, "orbital_gap_ha": 0.37112}


Record 3
{"formula": "C9H8N2O2", "method": "ωB97M-V/def2-TZVPD", "elements": ["N", "C", "C", "C", "C", "C", "C", "C", "C", "C", "N", "O", "O", "H", "H", "H", "H", "H", "H", "H", "H"], "coordinates": [[2.43, -2.44, 1.89], [1.68, -1.42, 2.47], [0.52, -0.38, 1.40], [-0.17, -0.16, 0.42], [-0.93, 0.42, -0.62], [-0.98, -0.38, -1.80], [-1.71, 0.15, -2.89], [-2.42, 1.40, -2.75], [-2.18, 2.18, -1.66], [-1.45, 1.70, -0.58], [2.61, -0.33, 2.72], [2.49, 0.32, 3.74], [3.49, -0.17, 1.89], [1.94, -2.95, 1.15], [3.34, -1.98, 1.53], [1.09, -1.58, 3.28], [-0.57, -1.35, -1.67], [-1.78, -0.40, -3.81], [-2.98, 1.83, -3.53], [-2.76, 3.09, -1.51], [-1.65, 2.44, 0.36]], "relative_energy_kcal_mol": 184.4, "fmax_ev_per_a": 5.2, "smiles": "N[C@H](C#Cc1ccccc1)[N+](=O)[O-]", "spin_multiplicity": 1, "orbital_gap_ha": 0.31435}


Record 4
{"formula": "C8H17HfO3P2", "method": "ωB97M-V/def2-TZVPD", "elements": ["C", "C", "C", "C", "C", "Hf", "P", "H", "H", "H", "H", "H", "H", "H", "H", "C", "O", "P", "O", "C", "O", "C", "H", "H", "H", "H", "H", "H", "H", "H", "H"], "coordinates": [[0.06, -0.29, -1.79], [-0.70, -1.07, -2.71], [-0.36, -2.43, -2.48], [0.72, -2.51, -1.57], [0.94, -1.20, -1.05], [0.49, 0.73, 1.30], [-0.86, 2.87, 0.52], [0.02, 0.79, -1.67], [-1.44, -0.69, -3.41], [-0.80, -3.29, -3.00], [1.70, -0.91, -0.30], [1.29, -3.42, -1.30], [-1.98, 3.34, 1.28], [-1.44, 2.79, -0.80], [-0.14, 4.10, 0.41], [1.09, -3.14, 4.38], [0.50, -1.96, 3.85], [0.03, -1.68, 2.31], [-0.92, 0.17, 2.57], [-1.95, 0.18, 3.50], [2.00, 1.31, 2.23], [3.22, 1.59, 2.82], [1.55, -2.84, 5.32], [1.86, -3.55, 3.71], [0.33, -3.90, 4.56], [-2.68, -0.62, 3.29], [-1.56, 0.04, 4.51], [-2.43, 1.15, 3.42], [3.32, 2.67, 2.98], [3.30, 1.07, 3.78], [4.01, 1.24, 2.15]], "fmax_ev_per_a": 3.8, "total_charge": 1, "spin_multiplicity": 1, "orbital_gap_ha": 0.18383}


Record 5
{"formula": "C12H6GdNO5", "method": "ωB97M-V/def2-TZVPD", "elements": ["O", "C", "Gd", "O", "C", "C", "O", "C", "O", "C", "O", "H", "N", "C", "C", "C", "C", "C", "C", "C", "H", "H", "H", "H", "H"], "coordinates": [[1.29, 1.80, -4.30], [1.33, 1.29, -3.29], [0.48, 0.73, -0.65], [-1.90, 2.27, -2.87], [-1.14, 1.78, -2.17], [-1.43, 0.05, 1.01], [-2.15, -0.15, 1.90], [1.46, -1.33, 0.85], [1.72, -2.21, 1.52], [-0.65, -1.43, -1.26], [-1.13, -2.44, -1.50], [1.74, -0.41, -1.38], [0.87, 1.44, 1.56], [0.98, 1.81, 2.68], [1.05, 1.91, 4.11], [0.98, 0.70, 4.79], [0.96, 0.66, 6.18], [1.05, 1.83, 6.93], [1.16, 3.05, 6.24], [1.16, 3.09, 4.85], [0.91, -0.21, 4.18], [0.86, -0.30, 6.67], [1.03, 1.82, 8.03], [1.22, 3.99, 6.78], [1.22, 4.01, 4.26]], "relative_energy_kcal_mol": 185.9, "fmax_ev_per_a": 5.4, "total_charge": 2, "spin_multiplicity": 8, "orbital_gap_ha": [0.14025, 0.19060]}


Record 6
{"formula": "C4H15O7", "method": "ωB97M-V/def2-TZVPD", "elements": ["O", "C", "O", "C", "C", "C", "O", "H", "H", "H", "H", "H", "H", "H", "H", "H", "O", "H", "H", "O", "H", "H", "O", "H", "H", "O"], "coordinates": [[1.30, -0.22, -0.04], [0.94, -1.10, 0.79], [1.57, -1.40, 1.84], [-0.55, -1.29, 0.91], [-1.40, -0.82, -0.35], [-2.90, -1.33, -0.17], [-1.52, 0.59, -0.41], [-0.62, -2.28, 1.25], [-0.93, -0.54, 1.67], [-0.98, -1.05, -1.30], [-3.05, -1.61, 0.91], [-3.15, -2.28, -0.72], [-3.46, -0.54, -0.45], [-1.47, 1.19, 0.33], [3.20, -0.28, 0.85], [2.96, -0.42, 2.36], [3.65, 0.03, 1.68], [2.59, -0.06, -0.80], [4.00, -0.47, -0.38], [3.51, -0.14, -1.19], [-0.17, 2.86, -0.07], [-1.73, 2.91, -0.72], [-1.16, 2.95, 0.07], [-0.76, 1.18, -1.94], [0.46, 2.11, -1.81], [-0.33, 2.01, -2.31]], "relative_energy_kcal_mol": 70.9, "fmax_ev_per_a": 4.5, "total_charge": -1, "spin_multiplicity": 1, "orbital_gap_ha": 0.32027}